C3H10NOS | wB97M-V/def2-TZVPD

Bonds (Å) are listed after each position.
Element x y z (Å)
1 C 0.28466 0.08593 1.84462  C2 1.506, H6 1.089, H7 1.086, H8 1.094
2 C -0.08592 -1.17280 1.10466  C1 1.506, C3 1.542, N5 1.493, H9 1.101
3 C -1.12619 -1.03360 -0.02440  C2 1.542, S4 1.822, H10 1.089, H11 1.090
4 S -0.97681 0.39138 -1.15059  C3 1.822
5 N 1.14908 -1.88286 0.65698  C2 1.493, H12 1.018, H13 1.027
6 H -0.34111 0.16364 2.73239  C1 1.089
7 H 0.17440 0.98930 1.25187  C1 1.086
8 H 1.31456 0.04650 2.21206  C1 1.094
9 H -0.57030 -1.87852 1.79752  C2 1.101
10 H -1.09103 -1.94701 -0.61646  C3 1.089
11 H -2.11309 -1.01558 0.43899  C3 1.090
12 H 0.86391 -2.40896 -0.16637  N5 1.018
13 H 1.73080 -1.14924 0.23570  N5 1.027
14 H 0.86878 1.81706 -0.73217  O16 0.988
15 H 0.74542 3.12347 -1.40752  O16 0.963
16 O 1.36830 2.66259 -0.83640  H14 0.988, H15 0.963

Its total charge is -1. For the maximum force, the calculation gives 0.0246 hartree/bohr. The multiplicity is 1. As for the energy relative to the best compared isomer or geometry (same formula, charge and spin): 0.2458 eV. The value obtained for the frontier orbital gap is 6.81 eV. For the calculated total energy, the calculation gives -17647.1968 eV.

Atom charges from the Löwdin analysis, given in e for atoms 1 to 6: C -0.11; C -0.55; C -0.72; S 0.22; N 0.00; H 0.06